Record 1
Here is a single C3H7N molecule from OMol25. Energies are from the ωB97M-V functional and the def2-TZVPD basis.

Bonds (Å) are listed after each position.
Cartesian coordinates (Å):
1 C 0.594 0.420 0.297  C2 1.499, H6 1.102, H7 1.102, N11 1.465
2 C -0.666 -0.387 0.378  C1 1.499, C3 1.330, H8 1.088
3 C -1.804 -0.051 -0.224  C2 1.330, H9 1.090, H10 1.085
4 H 1.539 -0.673 -1.149  N11 1.021
5 H 2.569 0.102 -0.135  N11 1.014
6 H 0.845 0.774 1.309  C1 1.102
7 H 0.409 1.309 -0.328  C1 1.102
8 H -0.600 -1.301 0.966  C2 1.088
9 H -1.869 0.857 -0.824  C3 1.090
10 H -2.713 -0.632 -0.116  C3 1.085
11 N 1.699 -0.418 -0.174  C1 1.465, H4 1.021, H5 1.014

Results
- ΔE to the lowest compared entry with this formula, charge and spin (kcal/mol) = 8.7
- largest force on an atom (eV/Å) = 0.335
- gap between HOMO and LUMO (eV) = 10.67
- structure (SMILES) = C=CCN
- molar mass (Da) = 57.10

Record 2
Here is a single C6H4O molecule from OMol25. Energies are from the ωB97M-V functional and the def2-TZVPD basis.

Bonds (Å) are listed after each position.
Cartesian coordinates (Å):
1 C -2.363 -0.349 -0.767  C2 1.459, H8 1.093, H9 1.095, H10 1.094
2 C -1.109 0.236 -0.302  C1 1.459, C3 1.207
3 C -0.064 0.689 0.097  C2 1.207, C4 1.451
4 C 1.224 1.133 0.597  C3 1.451, O5 1.213, C6 1.460
5 O 1.463 2.270 0.945  C4 1.213
6 C 2.218 0.065 0.656  C4 1.460, C7 1.205
7 C 3.003 -0.849 0.695  C6 1.205, H11 1.069
8 H -3.109 0.420 -0.983  C1 1.093
9 H -2.765 -1.015 0.003  C1 1.095
10 H -2.196 -0.940 -1.672  C1 1.094
11 H 3.697 -1.660 0.731  C7 1.069

Results
- ΔE to the lowest compared entry with this formula, charge and spin (kcal/mol) = 52.8
- largest force on an atom (eV/Å) = 0.620
- gap between HOMO and LUMO (eV) = 9.98
- structure (SMILES) = C#CC(=O)C#CC
- molar mass (Da) = 92.10

Record 3
Here is a single C5H6O molecule from OMol25. Energies are from the ωB97M-V functional and the def2-TZVPD basis.

Bonds (Å) are listed after each position.
Cartesian coordinates (Å):
1 C 0.199 0.474 -1.063  C2 1.482, C5 1.498, H6 1.090, H7 1.093
2 C -0.283 1.228 0.118  C1 1.482, C3 1.330, H8 1.077
3 C -0.442 0.662 1.311  C2 1.330, H9 1.077, O12 1.370
4 C 0.103 -1.438 0.520  C5 1.336, H10 1.092, O12 1.370
5 C 0.334 -0.976 -0.712  C1 1.498, C4 1.336, H11 1.099
6 H -0.494 0.603 -1.895  C1 1.090
7 H 1.151 0.853 -1.445  C1 1.093
8 H -0.435 2.292 0.040  C2 1.077
9 H -0.708 1.187 2.213  C3 1.077
10 H 0.256 -2.485 0.789  C4 1.092
11 H 0.578 -1.735 -1.467  C5 1.099
12 O -0.260 -0.666 1.592  C3 1.370, C4 1.370

Results
- ΔE to the lowest compared entry with this formula, charge and spin (kcal/mol) = 21.3
- largest force on an atom (eV/Å) = 0.973
- gap between HOMO and LUMO (eV) = 9.30
- structure (SMILES) = C1=COC=CC1
- molar mass (Da) = 82.10